[1]
A single C4H8N2O3 molecule, computed with ωB97M-V/def2-TZVPD.

E_HOMO: -9.88 eV
relative energy (zero: lowest compared OMol25 entry of this formula, charge and spin): 32.6 kJ/mol
E_tot: -13401.3507 eV
HOMO-LUMO gap: 10.404 eV
SMILES: NC(=O)C[C@H](N)C(=O)O

```
! wB97M-V def2-TZVPD RIJCOSX def2/J DEFGRID3
* xyz 0 1
C 0.88756 0.28605 0.46134
C 1.60218 -0.94048 -0.12650
C -0.42466 0.56788 -0.36903
C -1.54727 -0.34401 0.02907
H 2.24317 1.52563 -0.35502
H 2.50352 1.06589 1.09913
H 0.64401 0.07776 1.48260
H -0.74964 1.63145 -0.22318
H -0.12710 0.50114 -1.44579
H -2.92857 1.05487 -0.64259
H -3.53203 -0.54464 -0.29915
H 0.15367 -2.08998 0.49655
N 1.79108 1.43405 0.50142
N -2.73469 0.07197 -0.49079
O 2.59326 -0.79353 -0.81427
O -1.42170 -1.39189 0.65559
O 1.04723 -2.11216 0.04061
*
```

Atomic partial charges in e from the Mulliken method, atoms 1 to 4: number 1, C, carries 0.0412; number 2, C, carries 0.5298; number 3, C, carries -0.9397; number 4, C, carries 0.7465



[2]
A molecular structure, C36H37F5N7OSe2W, computed with ωB97M-V/def2-TZVPD.

E_HOMO (alpha / beta): -9.80 / -10.00 eV
relative energy (zero: lowest compared OMol25 entry of this formula, charge and spin): 143.2 kJ/mol
E_tot: -196509.7120 eV
HOMO-LUMO gap (alpha / beta): 6.367 / 6.847 eV

```
! wB97M-V def2-TZVPD RIJCOSX def2/J DEFGRID3
* xyz 1 1
W -0.52666 0.02950 0.08787
Se -2.80744 0.73754 -1.13663
Se -2.17405 -0.14459 2.07977
C -2.67022 -1.84408 1.39214
C -3.56399 -2.71502 1.99814
C -3.57421 -4.03176 1.58510
C -2.68048 -4.42548 0.58812
C -1.89710 -3.47282 -0.02660
N -1.90066 -2.18089 0.33684
C -1.49310 2.01830 -1.64463
C -1.53901 2.90296 -2.69145
C -0.50194 3.82589 -2.82513
C 0.53539 3.80672 -1.88264
C 0.54957 2.86575 -0.88887
N -0.44585 1.92579 -0.74286
H -4.17914 -2.34832 2.80323
H -4.24156 -4.74442 2.04285
H -2.59917 -5.45823 0.28844
H -1.21134 -3.73877 -0.81820
H -2.37664 2.86951 -3.37005
H -0.51633 4.54982 -3.61944
H 1.33672 4.52404 -1.94048
H 1.34431 2.81383 -0.15360
C 1.33782 -1.75171 -3.64124
C -0.10378 -1.38123 -3.21251
C -0.67703 -0.46076 -4.32429
C 0.00267 -0.57184 -1.93674
C -1.01182 -2.59523 -3.19372
C -0.62390 -3.80381 -3.76044
C -1.50092 -4.87092 -3.83250
C -2.78958 -4.75280 -3.34521
C -3.19614 -3.55024 -2.79246
C -2.31900 -2.48191 -2.73232
H 1.98993 -0.88237 -3.58171
H 1.35684 -2.09685 -4.67178
H 1.74798 -2.53339 -3.00251
H -0.02719 0.39852 -4.48031
H -1.67102 -0.11245 -4.04947
H -0.75139 -1.01550 -5.25751
H 0.63533 0.28350 -2.27330
H 0.35688 -3.92607 -4.18714
H -1.17590 -5.78693 -4.30133
H -3.47176 -5.58649 -3.40547
H -4.20600 -3.43335 -2.42859
H -2.66992 -1.54102 -2.33672
F 6.90327 0.26515 0.17436
C 5.57211 0.23874 0.19879
C 4.82960 0.77785 -0.85069
F 5.45262 1.28893 -1.91029
C 3.44558 0.77152 -0.79563
F 2.73985 1.28178 -1.82437
C 2.72205 0.23349 0.28973
O 1.41080 0.27281 0.33894
C 3.51138 -0.35590 1.29817
F 2.88545 -0.98059 2.32068
C 4.89590 -0.34035 1.26894
F 5.58044 -0.89584 2.26719
C -0.50390 5.75200 2.25415
C -1.62439 5.00683 1.54532
N -1.25753 3.61172 1.46243
C -0.41764 2.97910 2.30819
N -0.06737 1.73971 2.01207
C 0.77630 1.09310 3.01312
C 0.33005 1.48647 4.41554
C 0.56490 2.97860 4.55268
N 0.03254 3.65914 3.38544
C -0.27386 5.06278 3.58857
H -0.77032 6.79547 2.41105
H 0.40541 5.70853 1.65157
H -1.77360 5.38814 0.53298
H -2.56287 5.11618 2.10196
H -1.65429 3.05843 0.71829
H 1.82669 1.38354 2.87512
H 0.69835 0.00791 2.87762
H 0.88400 0.94469 5.17749
H -0.73605 1.26177 4.52226
H 1.63624 3.20244 4.65043
H 0.05815 3.36788 5.44243
H 0.57734 5.51018 4.10930
H -1.15996 5.17615 4.22804
N 1.31042 -3.68609 2.18476
C 1.84910 -3.72825 0.93639
C 1.33002 -2.66278 0.26774
N 0.48811 -1.96720 1.10247
C 0.50217 -2.62018 2.25141
H 1.50877 -4.33235 2.93144
H 2.53481 -4.48269 0.61712
H 1.50398 -2.33661 -0.74229
H -0.06382 -2.34464 3.12448
*
```

Atomic partial charges in e from the Mulliken method, atoms 1 to 4: number 1, W, carries 0.8623; number 2, Se, carries -0.0663; number 3, Se, carries 0.0826; number 4, C, carries -0.0379



[3]
3 unconnected molecules or ions with the total composition C22H34N4O4S2, computed with ωB97M-V/def2-TZVPD.

E_HOMO: -7.93 eV
relative energy (zero: lowest compared OMol25 entry of this formula, charge and spin): 190.8 kJ/mol
E_tot: -59185.9721 eV
HOMO-LUMO gap: 8.474 eV
SMILES: [H]/N=C\Cc1ccc2nc(NCCCC)cnc2c1.O=S1(=O)CCCC1.O=S1(=O)CCCC1

```
! wB97M-V def2-TZVPD RIJCOSX def2/J DEFGRID3
* xyz 0 1
C 4.20714 -2.73280 3.19253
C 4.22304 -1.41278 2.43117
C 2.84750 -0.73912 2.40725
C 2.93648 0.73945 2.02250
N 1.80878 1.57497 2.45743
C 0.52917 1.05814 2.32289
C 0.13182 0.58016 1.02425
N -1.04333 0.10880 0.78510
C -1.92814 0.09686 1.83569
C -3.21919 -0.40481 1.63301
C -4.12582 -0.41784 2.65257
C -5.51310 -0.97904 2.45330
C -6.26739 -0.33827 1.32337
N -6.51793 -0.85002 0.19408
C -3.74343 0.08831 3.91509
C -2.49221 0.58092 4.13767
C -1.54859 0.59526 3.09869
N -0.28412 1.06719 3.33208
H 4.01445 -2.56691 4.25125
H 3.45175 -3.40875 2.79357
H 5.17005 -3.23727 3.10559
H 4.54340 -1.60333 1.40484
H 4.94996 -0.74016 2.89150
H 2.35965 -0.86768 3.37562
H 2.23953 -1.26011 1.66450
H 3.84054 1.16779 2.45354
H 3.02422 0.81458 0.94086
H 1.93258 1.92758 3.39673
H 0.84609 0.63211 0.20884
H -3.46573 -0.79016 0.65350
H -5.45828 -2.05368 2.26545
H -6.07683 -0.83775 3.37664
H -6.62813 0.67847 1.48297
H -6.11078 -1.78440 0.12427
H -4.47035 0.07510 4.71672
H -2.22070 0.96035 5.11262
C 5.93212 3.50210 -1.14516
C 6.74234 2.25652 -1.53246
C 5.74700 1.10458 -1.71762
S 4.19831 1.86592 -2.23038
O 3.21887 1.64632 -1.19498
O 3.90404 1.52369 -3.59653
C 4.76323 3.56104 -2.12310
H 6.53389 4.40809 -1.19274
H 5.55604 3.40184 -0.12480
H 7.27157 2.44167 -2.46884
H 7.48720 2.00853 -0.77814
H 6.04606 0.39563 -2.48499
H 5.54957 0.57947 -0.78471
H 3.93379 4.18230 -1.79428
H 5.08441 3.85762 -3.12104
C -3.70296 -1.28858 -5.10386
C -5.15809 -0.96372 -4.73414
C -5.52664 -1.82772 -3.52173
S -3.98810 -2.11437 -2.63709
O -3.68303 -3.52242 -2.67077
O -4.01999 -1.40488 -1.38431
C -2.92319 -1.25930 -3.79310
H -3.29775 -0.57590 -5.82036
H -3.64305 -2.28380 -5.54922
H -5.24003 0.09247 -4.47173
H -5.83749 -1.14940 -5.56447
H -6.21989 -1.34219 -2.83805
H -5.91177 -2.80290 -3.81303
H -1.96430 -1.77040 -3.82489
H -2.79429 -0.24342 -3.42112
*
```

Atomic partial charges in e from the Mulliken method, atoms 1 to 4: number 1, C, carries -1.4377; number 2, C, carries -0.2933; number 3, C, carries -0.2816; number 4, C, carries -0.8805



[4]
A single C4H8N2O molecule, computed with ωB97M-V/def2-TZVPD.

E_HOMO: -9.70 eV
relative energy (zero: lowest compared OMol25 entry of this formula, charge and spin): 128.5 kJ/mol
E_tot: -9305.0612 eV
HOMO-LUMO gap: 10.549 eV
SMILES: NC/C=C/C(N)=O

```
! wB97M-V def2-TZVPD RIJCOSX def2/J DEFGRID3
* xyz 0 1
C -1.17737 -1.37411 -0.47141
C 1.41826 0.93050 1.26329
N 2.04487 1.48938 0.18912
N -1.84816 -0.31793 -1.31583
C 0.25053 0.08210 0.94468
C 0.05734 -0.58465 -0.20117
O 1.76176 1.18392 2.40223
H 2.86963 2.04435 0.36499
H 1.82157 1.23276 -0.75463
H -2.16697 0.45148 -0.73588
H -2.65299 -0.70036 -1.80077
H -0.98378 -2.24606 -1.10060
H -1.73071 -1.60652 0.44702
H -0.47798 0.02600 1.74046
H 0.81399 -0.61087 -0.97151
*
```

Atomic partial charges in e from the Mulliken method, atoms 1 to 4: number 1, C, carries -0.5253; number 2, C, carries 0.2618; number 3, N, carries -0.3579; number 4, N, carries -0.5763